# 1
# C14H42AgF2K2N11O15S2

A molecular structure, C14H42AgF2K2N11O15S2 at a distorted geometry (wB97M-V/def2-TZVPD, the Open Molecules 2025 dataset).

Calculated values
maximum force: 0.1797 Eh/bohr
Kohn-Sham gap (spin up / spin down): 8.2 / 5.9 eV
LUMO energy (spin up / spin down): -0.10604 / -0.19331 Eh
charge: +1
HOMO (spin up / spin down): -11.12 / -11.12 eV
⟨S²⟩: 0.756
2S+1: 2

Last column: Löwdin charge in e.
Cartesian coordinates (Å):
Ag -0.35522 -0.36592 -0.51843  1.03
K 0.70883 3.47574 1.74723  0.87
K -3.71327 2.24913 -2.61883  0.92
S 0.01240 -1.68832 -3.65737  0.51
S 0.38668 -3.41903 -2.17685  0.55
F -0.01824 -0.09198 -3.66800  -0.21
F -0.20914 -3.86251 -0.75683  -0.19
O 1.22215 -1.81753 -4.46098  -0.22
O -1.28879 -1.94524 -4.24017  -0.28
O -1.57572 6.78695 -2.60040  0.06
O 3.45546 2.98456 2.21846  -0.09
O -3.42633 -0.27385 -4.10753  -0.12
O 1.71467 0.61860 -0.77840  -0.04
O -2.25280 -1.56798 -0.04017  -0.05
O -1.51947 1.59663 -0.99787  -0.06
O 1.78305 -3.57986 -1.89833  -0.28
O -0.25139 -4.35420 -3.09569  -0.22
O -1.03582 1.28914 0.97229  -0.05
O 5.33226 -0.55932 -0.73700  0.03
O -2.20448 3.06752 0.28993  -0.03
O -0.42118 0.16000 3.48331  -0.10
O 0.37180 -1.59229 1.15135  0.01
N -2.55161 -2.31518 2.14105  0.18
N 1.46354 -3.51888 1.54659  0.20
N 1.33223 2.69271 -1.62887  0.20
N 3.34508 -1.54504 -0.39643  0.16
N 0.87433 -2.24915 3.16472  0.18
N 4.92325 -2.80499 -1.07715  0.17
N -3.90415 -3.02456 0.61673  0.18
N -1.62916 6.12009 -0.55185  0.19
N -1.71523 4.62024 -2.17127  0.15
N -0.01252 -1.82131 -2.08215  -0.32
N 3.29997 2.10699 -1.30280  0.21
C -0.53182 -0.19323 5.80729  -0.08
C -2.86386 -2.24081 0.81325  -0.64
C 4.02666 1.88894 2.58894  -0.58
C 4.63729 1.96373 3.97826  -0.03
C 0.92161 -2.36211 1.84484  -0.75
C 2.06643 1.72920 -1.18841  -0.72
C -5.29752 -0.89993 -5.41931  -0.04
C 2.97156 0.75428 2.51636  -0.01
C -1.65192 5.89338 -1.79778  -0.81
C -0.49899 0.82044 4.71394  -0.33
C -4.65153 -0.96982 -3.97954  -0.47
C -1.64863 1.95200 0.12796  -1.08
C -4.50759 -2.42931 -3.49539  -0.03
C 4.64407 -1.55657 -0.71170  -0.71
H -0.79135 0.75272 2.82509  0.04
H 2.16166 1.05668 1.85250  0.04
H -1.87118 3.88000 -1.50209  0.01
H -6.38355 -0.99202 -5.43148  0.07
H 5.84405 -3.09962 -1.36941  0.12
H -1.76587 -1.77789 2.47876  0.08
H -3.11956 -2.89070 2.74627  0.11
H 4.01111 2.47645 4.70841  0.09
H 4.95501 0.98433 4.33591  0.09
H -5.49055 -2.86743 -3.66843  0.09
H -1.56804 4.36902 -3.13839  0.11
H 3.41876 -0.14187 2.08621  0.08
H 2.76867 -2.35152 -0.58992  0.04
H 4.03573 1.42309 -1.19771  0.11
H 4.15597 3.63821 2.27857  0.12
H -4.96897 -1.77290 -5.98329  0.08
H -1.49262 -0.70485 5.75062  0.09
H 2.59932 0.49350 3.50709  0.08
H 4.81660 1.85827 1.83851  0.15
H -2.82270 -1.01807 -4.16544  0.02
H 1.52547 -3.84818 0.59379  0.09
H 0.31176 -0.86897 5.66637  0.07
H -4.21668 -2.37982 -2.44610  0.06
H 2.90792 -0.64279 -0.27419  0.05
H 0.23297 -1.60316 3.60229  0.06
H -1.71320 5.33193 0.07411  0.09
H 1.38908 -2.90323 3.73685  0.12
H -3.79547 -3.05208 -4.03681  0.09
H -1.44595 7.08511 -0.31672  0.14
H 1.83896 3.40981 -2.12799  0.13
H 0.33165 2.55520 -1.62553  0.09
H 5.63022 2.41265 3.95247  0.08
H 3.46685 3.07689 -1.52984  0.13
H -1.40260 1.41504 4.84832  0.12
H -4.23601 -3.10472 -0.33382  0.11
H 1.42680 -4.13735 2.34424  0.12
H 4.19839 -3.50331 -0.99337  0.09
H -5.04824 0.01200 -5.96185  0.07
H -0.40009 0.18168 6.82227  0.09
H -5.31340 -0.51013 -3.24556  0.12
H -4.28526 -3.45177 1.44881  0.12
H 0.34742 1.48844 4.87350  0.11

# 2
# C8H18O2

3 unconnected molecules or ions with the total composition C8H18O2 at a distorted geometry (wB97M-V/def2-TZVPD, the Open Molecules 2025 dataset).

Calculated values
maximum force: 0.0595 Eh/bohr
Kohn-Sham gap: 9.8 eV
LUMO energy: 0.03033 Eh
HOMO: -8.97 eV
energy relative to the best compared isomer or geometry (same formula, charge and spin): 423.68 kJ/mol
SMILES string: COC(C)C.C=C=C.CO

Last column: Löwdin charge in e.
Cartesian coordinates (Å):
O 0.79526 1.72476 0.93934  -0.17
O 1.02597 -1.55590 -0.48057  -0.21
C -0.60040 -1.71401 -2.03136  -0.20
C 0.07307 -1.11100 -3.00979  -0.04
C -1.60682 2.25572 0.85965  -0.05
C 1.85998 -2.22573 0.45198  -0.13
C -1.59572 -2.33744 -1.46049  0.01
C -0.51592 1.24242 1.21493  -0.47
C 1.09156 1.90856 -0.42544  -0.11
C -0.53956 0.89701 2.69912  -0.04
H -2.57599 1.89675 1.20129  0.08
H -1.51023 0.50575 2.99668  0.08
H -1.65925 2.38934 -0.21956  0.07
H 0.84132 1.00673 -0.99604  0.06
H -1.40215 3.20070 1.36184  0.09
H 0.56718 2.75883 -0.87580  0.08
H 2.62881 -1.53720 0.82491  0.08
H 2.31890 -3.11296 0.00229  0.08
H -1.52656 -2.69754 -0.44738  0.05
H 2.16866 2.05264 -0.50542  0.09
H 0.76576 -1.62802 -3.66103  0.06
H 0.23188 0.16116 2.91685  0.07
H -2.55940 -2.37334 -1.94805  0.06
H 1.24974 -2.51418 1.30233  0.08
H -0.35323 1.79251 3.28993  0.08
H -0.02224 -0.08275 -3.32515  0.05
H -0.68896 0.33392 0.61568  0.13
H 1.53835 -1.23675 -1.29075  0.10

# 3
# C19H46N2O9SSi2

A molecular structure, C19H46N2O9SSi2 (wB97M-V/def2-TZVPD, the Open Molecules 2025 dataset).

Calculated values
maximum force: 0.0099 Eh/bohr
Kohn-Sham gap: 9.3 eV
LUMO energy: 0.01818 Eh
HOMO: -8.81 eV

Last column: Löwdin charge in e.
Cartesian coordinates (Å):
S -2.16373 -3.89457 -0.94872  0.53
Si -0.19762 -4.82978 2.95209  0.48
Si -2.46896 -4.38250 1.21318  0.37
O -3.78767 -5.29872 1.43610  -0.20
O -1.15269 -5.22796 1.65626  -0.35
O -7.11664 -4.02701 1.19510  -0.16
O -3.02982 -4.71121 -1.76956  -0.37
O 0.36765 1.79912 -1.33189  -0.19
O 3.46289 -0.40128 1.84666  -0.22
O -0.73191 -3.93832 -1.15150  -0.37
O -2.11459 5.08063 -3.36876  -0.18
O 5.96405 2.47086 -0.44331  -0.20
N 5.63885 1.73354 2.36513  -0.05
N 0.39420 3.31391 -3.86646  -0.05
C 5.20796 0.64323 3.22990  -0.20
C -5.00697 -5.01909 0.72771  -0.20
C 7.01243 2.52821 0.51589  -0.21
C 1.54423 2.20024 -2.02299  -0.22
C -2.18991 4.37474 -2.14705  -0.10
C 3.58192 0.03172 0.50415  -0.08
C -0.20911 0.60038 -1.80587  -0.12
C -6.15192 -4.92139 1.72007  -0.19
C 6.80795 1.44281 1.54882  -0.22
C 0.90071 -2.03347 2.62843  0.07
C -2.65355 -2.18782 -1.13899  -0.17
C -8.72275 -2.29500 1.48590  -0.07
C 0.44211 -3.13797 2.77020  -0.24
C 1.31599 3.50066 -2.75801  -0.22
C -0.82967 5.54734 -3.73054  -0.23
C -0.01515 4.54237 -4.53461  -0.20
C 4.67689 -0.61187 2.54858  -0.21
C 5.09991 3.58491 -0.46093  -0.12
C -7.81501 -3.28942 2.18186  -0.28
H 4.41654 1.02611 3.87891  0.12
H 1.38847 -1.08531 2.60523  0.02
H 0.96196 4.23861 -2.02295  0.11
H 7.95860 2.36373 -0.00590  0.12
H -5.16432 -5.82544 0.01835  0.13
H 2.33259 2.34557 -1.27868  0.09
H -3.49519 -2.12918 -1.82109  0.07
H -9.70268 -2.71975 1.28439  0.07
H -6.61692 -5.89832 1.86978  0.13
H 0.93147 -5.76589 2.97684  -0.02
H 4.39291 3.41059 -1.27024  0.07
H 2.71917 -0.35379 -0.04055  0.09
H -1.78483 -1.65955 -1.51928  0.03
H 6.04316 0.36199 3.87941  0.12
H 4.86886 1.98214 1.75767  0.07
H -0.29221 5.89116 -2.83786  0.11
H -1.04638 0.37043 -1.14823  0.08
H -2.04074 3.29836 -2.27658  0.07
H -2.52941 -3.10192 1.94592  0.04
H -4.96974 -4.07617 0.17923  0.11
H 0.50459 -0.22958 -1.77177  0.09
H -8.27514 -2.02896 0.53080  0.08
H -3.18812 4.53184 -1.73902  0.09
H -0.58098 0.69581 -2.83203  0.09
H -8.84069 -1.39094 2.07776  0.07
H -0.99136 6.42361 -4.36334  0.12
H 5.41764 -1.06597 1.88035  0.11
H -0.42967 2.83201 -3.52800  0.08
H 5.63876 4.51689 -0.65903  0.09
H 2.27313 3.85804 -3.15154  0.12
H -0.99263 -4.89344 4.19061  -0.02
H 4.54550 3.69147 0.47866  0.09
H -5.77207 -4.55350 2.67593  0.12
H 1.86852 1.41882 -2.71673  0.13
H 3.57695 1.12202 0.41743  0.06
H -1.45373 4.74279 -1.42612  0.09
H -2.92043 -1.77754 -0.16731  0.05
H -0.60494 4.26184 -5.41023  0.12
H -8.39940 -3.97285 2.80668  0.12
H 6.72932 0.49060 1.00446  0.11
H 4.45340 -1.34852 3.32452  0.12
H 7.68664 1.38146 2.19788  0.12
H 7.04807 3.51219 0.99301  0.12
H 4.49314 -0.35363 0.03963  0.10
H 0.88299 5.04772 -4.90529  0.12
H -7.10089 -2.77289 2.83144  0.12